i.
Entry from the Open Molecules 2025 dataset: 2 unconnected molecules or ions with the total composition C3H10OS (wB97M-V/def2-TZVPD).

Last column: Mulliken charge in e.
Geometry (Å):
C1 -1.751 -3.685 -0.687  -0.45
O1 -2.472 -3.478 0.546  -0.51
H1 -0.727 -4.011 -0.491  0.24
H2 -2.278 -4.472 -1.206  0.21
H3 -1.796 -2.760 -1.258  0.21
H4 -1.860 -3.345 1.272  0.30
C2 0.418 2.104 1.549  -1.12
C3 1.478 1.479 0.675  -0.31
S1 1.181 2.079 -1.054  -0.24
H5 -0.568 1.704 1.343  0.32
H6 0.391 3.175 1.378  0.32
H7 0.618 1.960 2.610  0.31
H8 2.468 1.786 0.976  0.31
H9 1.428 0.398 0.575  0.30
H10 2.008 1.251 -1.698  0.11

Output
Structure (SMILES) = CCS.CO

***

ii.
Entry from the Open Molecules 2025 dataset: 2 unconnected molecules or ions with the total composition C3H10OS (wB97M-V/def2-TZVPD).

Last column: Mulliken charge in e.
Geometry (Å):
C1 2.841 2.163 -0.673  -0.57
O1 2.793 0.727 -0.665  -0.49
H1 2.589 2.509 0.324  0.22
H2 3.873 2.493 -0.833  0.36
H3 2.168 2.522 -1.446  0.19
H4 3.678 0.362 -0.739  0.30
C2 -2.107 -1.754 1.426  -0.78
S1 -2.003 -0.417 0.224  -0.09
C3 -0.371 -0.481 -0.518  -0.75
H5 -1.310 -1.743 2.176  0.28
H6 -2.111 -2.721 0.975  0.28
H7 -3.024 -1.509 1.966  0.26
H8 0.250 0.363 -0.213  0.14
H9 0.259 -1.337 -0.491  0.35
H10 -0.592 -0.309 -1.579  0.30

Output
Structure (SMILES) = CSC.CO

***

iii.
Entry from the Open Molecules 2025 dataset: 2 unconnected molecules or ions with the total composition C3H10OS (wB97M-V/def2-TZVPD).

Last column: Mulliken charge in e.
Geometry (Å):
C1 -0.698 0.952 3.572  -0.53
O1 0.038 1.086 2.368  -0.48
H1 -1.396 1.775 3.727  0.26
H2 -1.189 -0.002 3.691  0.25
H3 -0.015 0.987 4.429  0.22
H4 -0.564 1.256 1.655  0.25
C2 -0.724 -0.478 -1.310  -0.50
S1 0.694 -1.531 -1.447  -0.07
C3 1.635 -0.938 -2.887  -0.87
H5 -0.828 0.228 -2.144  0.29
H6 -0.825 0.094 -0.389  -0.02
H7 -1.586 -1.121 -1.481  0.29
H8 1.142 -1.227 -3.824  0.29
H9 1.639 0.152 -2.936  0.29
H10 2.677 -1.232 -3.027  0.32

Output
Structure (SMILES) = CSC.CO

***

It turns out i is the most stable, with the second structure 0.0096 hartree higher.

***

i.
Entry from the Open Molecules 2025 dataset: 2 unconnected molecules or ions with the total composition C3H12NOS (wB97M-V/def2-TZVPD).

Last column: Mulliken charge in e.
Geometry (Å):
C1 0.454 -0.784 0.076  -0.56
C2 -0.233 0.341 -0.723  -0.82
C3 -0.228 0.089 -2.223  -0.65
S1 -0.857 1.517 -3.116  -0.22
N1 1.260 -0.271 1.216  -0.17
H1 -0.384 -1.365 0.451  0.28
H2 1.004 -1.560 -0.449  0.46
H3 0.355 1.248 -0.556  0.35
H4 -1.204 0.590 -0.322  0.45
H5 -0.755 -0.827 -2.497  0.38
H6 0.808 -0.095 -2.489  0.35
H7 -1.186 0.898 -4.255  0.16
H8 0.688 -0.156 2.064  0.25
H9 2.009 -0.928 1.432  0.38
H10 1.619 0.671 1.052  0.39
H11 -1.828 0.238 3.126  0.32
H12 -0.628 0.379 4.035  0.32
O1 -0.892 0.013 3.177  -0.67

Output
Total charge = +1

***

ii.
Entry from the Open Molecules 2025 dataset: 2 unconnected molecules or ions with the total composition C3H12NOS (wB97M-V/def2-TZVPD).

Last column: Mulliken charge in e.
Geometry (Å):
C1 -0.487 1.499 0.407  -1.56
C2 -0.412 0.402 -0.585  0.17
C3 0.480 -0.760 -0.186  -0.48
S1 0.917 -1.306 -1.818  -0.19
N1 -1.877 -0.021 -1.077  -0.39
H1 0.416 2.103 0.409  0.34
H2 -0.631 1.198 1.438  0.35
H3 -1.243 2.213 0.164  0.50
H4 -0.125 0.980 -1.676  0.31
H5 1.308 -0.548 0.447  0.28
H6 -0.007 -1.494 0.466  0.45
H7 0.269 -2.415 -1.918  0.14
H8 -2.172 -0.741 -0.368  0.38
H9 -2.569 0.762 -1.082  0.35
H10 -1.819 -0.586 -1.981  0.38
H11 3.026 0.262 2.365  0.29
H12 2.569 -1.169 2.717  0.29
O1 2.357 -0.379 2.277  -0.61

Output
Total charge = +1

***

It turns out i is the most stable, with the second structure 0.0445 hartree higher.

***

i.
Entry from the Open Molecules 2025 dataset: 2 unconnected molecules or ions with the total composition C3H12NOS (wB97M-V/def2-TZVPD).

Last column: Mulliken charge in e.
Geometry (Å):
C1 -0.697 0.873 0.140  -0.85
C2 -0.503 -0.123 -1.044  -0.52
C3 0.349 0.722 -1.924  -0.67
S1 1.448 -0.523 -2.908  -0.24
N1 -0.778 0.286 1.486  -0.29
H1 0.083 1.621 0.223  0.38
H2 -1.550 1.516 0.023  0.34
H3 -1.443 -0.408 -1.515  0.35
H4 0.050 -1.015 -0.780  0.44
H5 1.034 1.373 -1.368  0.40
H6 -0.218 1.393 -2.622  0.36
H7 2.338 0.318 -3.557  0.17
H8 0.094 0.191 1.974  0.38
H9 -1.519 0.835 2.068  0.39
H10 -1.283 -0.599 1.523  0.35
H11 0.698 -1.942 3.477  0.31
H12 1.260 -2.597 2.288  0.32
O1 0.638 -1.921 2.516  -0.62

Output
Total charge = +1

***

ii.
Entry from the Open Molecules 2025 dataset: 2 unconnected molecules or ions with the total composition C3H12NOS (wB97M-V/def2-TZVPD).

Last column: Mulliken charge in e.
Geometry (Å):
C1 -0.685 -0.639 -0.645  -0.58
C2 -1.375 -0.124 0.636  -0.49
C3 -1.011 1.379 0.846  -0.73
S1 -2.251 2.369 1.722  -0.16
N1 0.731 -0.225 -0.429  -0.40
H1 -0.676 -1.704 -0.776  0.37
H2 -1.191 0.001 -1.407  0.34
H3 -1.043 -0.773 1.427  0.41
H4 -2.446 -0.195 0.444  0.35
H5 -0.990 2.058 -0.097  0.26
H6 0.039 1.362 1.154  0.33
H7 -2.105 1.821 3.032  0.16
H8 1.480 -0.671 -1.135  0.37
H9 0.974 0.759 -0.602  0.38
H10 1.180 -0.392 0.487  0.38
H11 2.926 -1.794 -2.314  0.34
H12 3.690 -1.682 -0.944  0.34
O1 2.753 -1.552 -1.398  -0.67

Output
Total charge = +1

***

It turns out i is the most stable, with the second structure 0.0063 hartree higher.

***

i.
Entry from the Open Molecules 2025 dataset: a gas-phase ion, C6H9INO (charge +1) (wB97M-V/def2-TZVPD).

Last column: Mulliken charge in e.
Geometry (Å):
C1 -0.333 0.067 -0.920  0.39
C2 1.323 1.613 -0.311  -0.08
C3 1.069 0.709 1.523  -0.70
C4 0.370 -0.466 1.201  -0.45
C5 -1.063 -0.126 0.330  -0.10
C6 -0.346 -1.066 -1.898  -1.24
N1 0.489 1.059 -0.974  -0.16
O1 -1.902 -1.174 0.294  -0.51
I1 2.113 3.471 -0.196  0.33
H1 2.233 0.605 1.429  0.36
H2 0.735 1.552 2.143  0.42
H3 0.867 -1.337 0.815  0.37
H4 -0.231 -0.788 2.162  0.31
H5 -1.440 0.778 0.657  0.51
H6 -1.344 -0.922 -2.317  0.31
H7 -0.283 -2.047 -1.483  0.35
H8 0.537 -1.054 -2.431  0.49
H9 -2.792 -0.875 -0.023  0.40

Output
Total charge = +1

***

ii.
Entry from the Open Molecules 2025 dataset: a gas-phase ion, C6H9INO (charge +1) (wB97M-V/def2-TZVPD).

Last column: Mulliken charge in e.
Geometry (Å):
C1 -0.077 1.037 0.223  0.53
C2 1.110 0.054 -1.585  0.08
C3 0.569 -1.323 -1.244  -0.54
C4 -0.293 -1.389 0.046  -0.86
C5 0.123 -0.167 1.082  0.13
C6 -1.065 2.006 0.421  -1.08
N1 0.728 1.135 -1.017  -0.42
O1 -0.655 -0.033 2.222  -0.53
I1 2.570 0.324 -3.043  0.28
H1 0.041 -1.827 -2.008  0.42
H2 1.432 -1.914 -1.087  0.43
H3 -1.356 -1.449 -0.125  0.37
H4 -0.004 -2.336 0.655  0.33
H5 1.186 -0.433 1.306  0.37
H6 -1.708 1.904 -0.392  0.37
H7 -0.711 3.017 0.180  0.40
H8 -1.559 1.969 1.402  0.35
H9 -0.329 -0.571 2.964  0.37

Output
Structure (SMILES) = CC1=[N+]=C(I)CC[C@@H]1O
Total charge = +1

***

It turns out ii is the most stable, with the second structure 0.0770 hartree higher.